(1)
{"formula": "C8H19N2", "method": "wB97M-V/def2-TZVPD", "elements": ["C", "C", "C", "C", "C", "C", "C", "C", "N", "N", "H", "H", "H", "H", "H", "H", "H", "H", "H", "H", "H", "H", "H", "H", "H", "H", "H", "H", "H"], "xyz": [[-1.2331, 0.9339, -0.0514], [3.0408, -0.0766, -2.5030], [2.4414, 2.0165, -1.0976], [-1.5560, -1.7386, 1.7604], [-2.4347, 0.1631, 3.2103], [0.3099, -1.0848, -1.8496], [2.0983, 0.6960, -1.6505], [-1.6087, -0.2590, 1.9137], [1.0263, 0.1010, -1.2614], [-2.0863, 0.3019, 0.7026], [-1.4838, 1.8155, -0.6994], [-0.1721, 0.7318, 0.2451], [2.9763, 0.1423, -3.4945], [4.0942, -0.0469, -2.2417], [2.7405, -1.1018, -2.4177], [3.2410, 1.8635, -0.2171], [1.5865, 2.3836, -0.7317], [2.7831, 2.7423, -1.9385], [-0.7976, -2.0780, 1.1000], [-1.4546, -2.3259, 2.7223], [-2.4770, -2.1845, 1.4284], [-3.5233, -0.2225, 3.2240], [-2.3624, 1.2009, 3.3217], [-1.9466, -0.2626, 4.1184], [0.0367, -1.0076, -2.8921], [1.0033, -2.0233, -1.8438], [-0.5383, -1.2368, -1.2465], [-3.0457, 0.2291, 0.3790], [-0.6580, 0.3274, 2.0108]], "nbo_charge": [0.09, -0.69, -0.65, -0.65, -0.61, -0.44, 0.37, -0.07, -0.53, -0.42, 0.25, 0.27, 0.24, 0.24, 0.22, 0.25, 0.21, 0.25, 0.23, 0.25, 0.23, 0.23, 0.22, 0.25, 0.22, 0.21, 0.18, 0.44, 0.22], "relative_energy_kcal_mol": 70.4, "lumo_ev": -4.54, "total_charge": 1, "energy_ev": -11574.989}

=====

(2)
{"formula": "C8H19N2", "method": "wB97M-V/def2-TZVPD", "elements": ["C", "N", "C", "C", "C", "N", "C", "C", "C", "C", "H", "H", "H", "H", "H", "H", "H", "H", "H", "H", "H", "H", "H", "H", "H", "H", "H", "H", "H"], "xyz": [[0.3312, 0.6839, -1.4083], [0.4069, -0.0564, -0.3617], [1.8234, -0.3207, 0.1084], [2.2315, 0.7096, 1.1332], [2.8896, -0.2163, -0.9785], [-0.6885, -0.5418, 0.4469], [-0.5086, -1.8596, 1.0906], [-2.0826, 0.0219, 0.4329], [-2.8129, -0.3719, -0.8774], [-2.0407, 1.5467, 0.4866], [-0.5727, 0.9459, -1.9807], [1.2488, 1.2517, -1.6678], [1.9087, -1.3407, 0.5146], [3.3574, 0.5849, 1.2325], [2.0391, 1.6970, 0.7524], [1.7865, 0.6994, 2.1034], [3.2366, 0.7788, -1.1505], [2.5331, -0.6648, -1.8564], [3.7953, -0.7759, -0.5492], [-1.3842, -2.4142, 1.3214], [-0.1756, -2.5018, 0.3762], [0.1755, -1.6433, 1.8135], [-2.5048, -0.2889, 1.2894], [-3.0390, 0.4839, -1.5710], [-2.1548, -0.9726, -1.5255], [-3.7157, -0.8752, -0.6644], [-1.6628, 1.7212, 1.4972], [-3.0600, 1.8662, 0.2754], [-1.3608, 1.8530, -0.2834]], "nbo_charge": [-0.04, -0.07, -0.06, -0.62, -0.62, -0.22, -0.42, -0.03, -0.64, -0.60, 0.24, 0.24, 0.24, 0.24, 0.22, 0.23, 0.22, 0.23, 0.25, 0.25, 0.21, 0.21, 0.22, 0.22, 0.21, 0.24, 0.22, 0.24, 0.19], "smiles": "C=[N+](C(C)C)N(C)C(C)C", "relative_energy_kcal_mol": 78.2, "lumo_ev": [-4.05, -4.04], "total_charge": 1, "energy_ev": -11574.652}

=====

(3)
{"formula": "C8H19N2P", "method": "wB97M-V/def2-TZVPD", "elements": ["C", "C", "C", "C", "C", "C", "C", "C", "N", "N", "P", "H", "H", "H", "H", "H", "H", "H", "H", "H", "H", "H", "H", "H", "H", "H", "H", "H", "H", "H"], "xyz": [[-3.9800, -0.6495, -0.8695], [-3.2944, 1.0907, 1.0094], [3.4524, -0.4557, -1.3471], [3.0675, -2.1006, 0.5091], [-1.7597, -0.7428, 0.1002], [1.9718, 0.1277, 0.7258], [-2.8958, 0.1965, -0.2106], [2.4465, -0.9362, -0.3559], [0.5087, 3.7923, 0.5681], [0.9042, 2.6054, 0.3703], [0.4527, 1.1142, -0.0430], [-3.5864, -0.7896, -1.8686], [-4.2370, -1.5721, -0.4840], [-4.9699, -0.1056, -0.7716], [-4.3450, 1.1077, 1.2401], [-3.1595, 2.0900, 0.5796], [-2.6686, 1.1249, 1.8691], [3.0075, -0.4560, -2.3063], [3.7471, 0.5595, -1.1432], [4.2964, -1.0530, -1.3751], [2.2479, -2.4573, 1.1239], [3.8895, -1.6773, 0.9960], [3.3184, -2.7560, -0.2543], [-1.8543, -1.2357, 1.1086], [-1.3140, -1.3051, -0.6877], [1.6360, -0.3680, 1.6285], [2.7635, 0.8318, 0.9515], [-2.5693, 0.9350, -0.9951], [1.6211, -1.3224, -0.8326], [1.3026, 4.4072, 0.7644]], "nbo_charge": [-0.60, -0.63, -0.62, -0.59, -0.31, -0.65, -0.30, -0.20, -0.38, -0.49, 0.75, 0.21, 0.21, 0.21, 0.21, 0.22, 0.22, 0.21, 0.21, 0.21, 0.20, 0.20, 0.20, 0.18, 0.17, 0.21, 0.22, 0.20, 0.19, 0.32], "relative_energy_kcal_mol": 87.4, "lumo_ev": [-0.02, -0.63], "total_charge": 0, "energy_ev": -20867.378}

=====

(4)
{"formula": "C8H19N3", "method": "wB97M-V/def2-TZVPD", "elements": ["C", "C", "C", "C", "C", "C", "C", "C", "N", "N", "N", "H", "H", "H", "H", "H", "H", "H", "H", "H", "H", "H", "H", "H", "H", "H", "H", "H", "H", "H"], "xyz": [[3.4759, 0.3031, 1.6781], [2.5382, -0.3624, 2.6288], [-1.4921, -1.0415, 1.1790], [-2.2710, -1.3177, -1.1611], [-1.9660, 1.0571, -0.1934], [-0.0450, 0.5041, -2.7718], [-0.0193, -0.3892, -0.5633], [-1.4907, -0.3723, -0.2620], [3.1119, 1.4349, 1.3322], [1.9247, -0.1886, -1.7567], [0.6442, -0.0245, -1.6209], [2.0713, 0.3069, 3.3452], [3.0828, -1.1430, 3.1782], [1.6220, -0.7965, 2.0662], [-1.3118, -2.1366, 1.0504], [-0.8636, -0.6316, 1.9029], [-2.6030, -1.0971, 1.3646], [-2.3483, -0.8559, -2.1778], [-3.3455, -1.1864, -0.8294], [-1.7733, -2.1686, -0.9677], [-1.9973, 1.4516, -1.1791], [-1.2354, 1.6146, 0.3766], [-2.9489, 1.1527, 0.2437], [0.7589, 0.9046, -3.4853], [-0.3835, -0.3533, -3.4223], [-0.6868, 1.3516, -2.5161], [0.6456, -0.8410, 0.2188], [3.5983, 2.0533, 0.5781], [4.3034, -0.2431, 1.1776], [2.3370, -0.5178, -0.8962]], "nbo_charge": [0.12, -0.67, -0.60, -0.61, -0.60, -0.45, -0.05, -0.07, -0.63, -0.63, -0.05, 0.24, 0.21, 0.22, 0.20, 0.22, 0.21, 0.21, 0.21, 0.22, 0.20, 0.22, 0.21, 0.25, 0.23, 0.22, 0.18, 0.36, 0.16, 0.31], "relative_energy_kcal_mol": 85.6, "lumo_ev": [0.79, 0.79], "total_charge": 0, "energy_ev": -13069.844}